ORCA calculation (ωB97M-V/def2-TZVPD) on 2 unconnected molecules or ions with the total composition C4H11N3O2.

As for the SMILES: [H]/N=C(\N)NC.CC(=O)O. Its orbital gap is 8.95 eV. As for the charge: 0. For the total energy, the calculation gives -473.7305 hartree. As for the LUMO energy: 0.46 eV.

Last columns: bonded neighbours and bond lengths (Å).
CARTESIAN COORDINATES (ANGSTROEM)
1 O -0.375 1.118 1.944  C7 1.411, H10 0.960
2 O 1.607 1.580 2.880  C7 1.195
3 N -1.358 -1.596 -2.242  C6 1.269, H15 1.035
4 N -0.371 -1.228 -0.205  C6 1.389, C9 1.485, H11 1.010
5 N -2.084 0.240 -0.867  C6 1.417, H13 0.991, H18 1.003
6 C -1.288 -0.887 -1.191  N3 1.269, N4 1.389, N5 1.417
7 C 0.978 1.511 1.867  O1 1.411, O2 1.195, C8 1.464
8 C 1.497 1.571 0.500  C7 1.464, H14 1.084, H16 1.120, H19 1.114
9 C 0.985 -1.645 -0.644  N4 1.485, H12 1.115, H17 1.112, H20 1.101
10 H -0.919 1.134 2.734  O1 0.960
11 H -0.336 -0.870 0.739  N4 1.010
12 H 1.136 -2.680 -0.259  C9 1.115
13 H -1.750 1.129 -0.584  N5 0.991
14 H 2.465 2.048 0.595  C8 1.084
15 H -2.189 -1.411 -2.830  N3 1.035
16 H 1.517 0.504 0.160  C8 1.120
17 H 1.749 -1.184 0.022  C9 1.112
18 H -3.071 0.134 -0.726  N5 1.003
19 H 0.736 2.046 -0.161  C8 1.114
20 H 1.073 -1.515 -1.734  C9 1.101

ORCA calculation (ωB97M-V/def2-TZVPD) on 2 unconnected molecules or ions with the total composition C4H11N3O2.

As for the SMILES: [H]/N=C(/C)N.CC(=O)NO. Its orbital gap is 9.42 eV. As for the charge: 0. For the total energy, the calculation gives -473.7029 hartree. As for the LUMO energy: 0.53 eV.

Last columns: bonded neighbours and bond lengths (Å).
CARTESIAN COORDINATES (ANGSTROEM)
1 O -2.295 1.567 0.315  N3 1.398, H15 0.974
2 O 0.620 0.995 -1.541  C8 1.235
3 N -1.394 1.548 -0.754  O1 1.398, C8 1.367, H12 1.014
4 N 1.668 -1.414 -0.739  C6 1.348, H14 1.007, H19 1.093
5 N 0.916 -1.778 1.481  C6 1.263, H10 1.019
6 C 0.766 -1.656 0.233  N4 1.348, N5 1.263, C7 1.610
7 C -0.759 -1.624 -0.282  C6 1.610, H11 1.093, H13 1.088, H18 1.086
8 C -0.074 1.255 -0.553  O2 1.235, N3 1.367, C9 1.502
9 C 0.460 1.548 0.820  C8 1.502, H16 1.086, H17 1.092, H20 1.079
10 H 1.885 -1.716 1.791  N5 1.019
11 H -0.922 -2.694 -0.433  C7 1.093
12 H -1.816 1.224 -1.618  N3 1.014
13 H -0.899 -1.172 -1.262  C7 1.088
14 H 2.639 -1.410 -0.472  N4 1.007
15 H -2.491 2.501 0.510  O1 0.974
16 H 0.025 2.459 1.222  C9 1.086
17 H 0.200 0.725 1.489  C9 1.092
18 H -1.446 -1.293 0.490  C7 1.086
19 H 1.380 -0.662 -1.479  N4 1.093
20 H 1.537 1.598 0.784  C9 1.079

Please write out number 2 again, unchanged.
ORCA calculation (ωB97M-V/def2-TZVPD) on 2 unconnected molecules or ions with the total composition C4H11N3O2.

As for the SMILES: [H]/N=C(/C)N.CC(=O)NO. Its orbital gap is 9.42 eV. As for the charge: 0. For the total energy, the calculation gives -473.7029 hartree. As for the LUMO energy: 0.53 eV.

Last columns: bonded neighbours and bond lengths (Å).
CARTESIAN COORDINATES (ANGSTROEM)
1 O -2.295 1.567 0.315  N3 1.398, H15 0.974
2 O 0.620 0.995 -1.541  C8 1.235
3 N -1.394 1.548 -0.754  O1 1.398, C8 1.367, H12 1.014
4 N 1.668 -1.414 -0.739  C6 1.348, H14 1.007, H19 1.093
5 N 0.916 -1.778 1.481  C6 1.263, H10 1.019
6 C 0.766 -1.656 0.233  N4 1.348, N5 1.263, C7 1.610
7 C -0.759 -1.624 -0.282  C6 1.610, H11 1.093, H13 1.088, H18 1.086
8 C -0.074 1.255 -0.553  O2 1.235, N3 1.367, C9 1.502
9 C 0.460 1.548 0.820  C8 1.502, H16 1.086, H17 1.092, H20 1.079
10 H 1.885 -1.716 1.791  N5 1.019
11 H -0.922 -2.694 -0.433  C7 1.093
12 H -1.816 1.224 -1.618  N3 1.014
13 H -0.899 -1.172 -1.262  C7 1.088
14 H 2.639 -1.410 -0.472  N4 1.007
15 H -2.491 2.501 0.510  O1 0.974
16 H 0.025 2.459 1.222  C9 1.086
17 H 0.200 0.725 1.489  C9 1.092
18 H -1.446 -1.293 0.490  C7 1.086
19 H 1.380 -0.662 -1.479  N4 1.093
20 H 1.537 1.598 0.784  C9 1.079

Copy entry 1 word for word.
ORCA calculation (ωB97M-V/def2-TZVPD) on 2 unconnected molecules or ions with the total composition C4H11N3O2.

As for the SMILES: [H]/N=C(\N)NC.CC(=O)O. Its orbital gap is 8.95 eV. As for the charge: 0. For the total energy, the calculation gives -473.7305 hartree. As for the LUMO energy: 0.46 eV.

Last columns: bonded neighbours and bond lengths (Å).
CARTESIAN COORDINATES (ANGSTROEM)
1 O -0.375 1.118 1.944  C7 1.411, H10 0.960
2 O 1.607 1.580 2.880  C7 1.195
3 N -1.358 -1.596 -2.242  C6 1.269, H15 1.035
4 N -0.371 -1.228 -0.205  C6 1.389, C9 1.485, H11 1.010
5 N -2.084 0.240 -0.867  C6 1.417, H13 0.991, H18 1.003
6 C -1.288 -0.887 -1.191  N3 1.269, N4 1.389, N5 1.417
7 C 0.978 1.511 1.867  O1 1.411, O2 1.195, C8 1.464
8 C 1.497 1.571 0.500  C7 1.464, H14 1.084, H16 1.120, H19 1.114
9 C 0.985 -1.645 -0.644  N4 1.485, H12 1.115, H17 1.112, H20 1.101
10 H -0.919 1.134 2.734  O1 0.960
11 H -0.336 -0.870 0.739  N4 1.010
12 H 1.136 -2.680 -0.259  C9 1.115
13 H -1.750 1.129 -0.584  N5 0.991
14 H 2.465 2.048 0.595  C8 1.084
15 H -2.189 -1.411 -2.830  N3 1.035
16 H 1.517 0.504 0.160  C8 1.120
17 H 1.749 -1.184 0.022  C9 1.112
18 H -3.071 0.134 -0.726  N5 1.003
19 H 0.736 2.046 -0.161  C8 1.114
20 H 1.073 -1.515 -1.734  C9 1.101